1.
Formula: CHNOS2
Source: OMol25
Level of theory: ωB97M-V with the def2-TZVPD basis set

Last column: Mulliken charge in e.
Element x y z (Å)
C  1.0595  0.8580  -0.0001  0.0356
N  -1.0499  -0.9843  -0.4192  0.1247
O  -1.9670  -1.8045  -0.3445  -0.3900
S  1.1790  2.3503  0.2699  -0.1615
S  -0.6056  -0.3530  1.0153  0.0200
H  1.3840  -0.0665  -0.5214  0.3711

As for the maximum force: 4.22 eV Å⁻¹. The charge is 0. The calculation puts the relative energy (zero: lowest compared OMol25 entry of this formula, charge and spin) at 79.1 kcal per mole. The LUMO energy comes out at -0.0485 Eh. The orbital gap comes out at 7.73 eV.

---

2.
Formula: H6O3
Source: OMol25
Level of theory: ωB97M-V with the def2-TZVPD basis set

Last column: Mulliken charge in e.
Element x y z (Å)
O  2.0466  2.5454  1.7978  -0.6359
H  1.4006  2.2062  2.4174  0.3221
H  1.9057  3.4922  1.7985  0.3150
O  -3.1903  -1.5434  -1.0275  -0.6447
H  -3.4727  -1.3602  -1.9235  0.3129
H  -2.2614  -1.3127  -1.0167  0.3224
O  0.8088  -1.2785  -0.7342  -0.6267
H  1.3988  -0.8367  -0.1235  0.3178
H  1.3640  -1.9123  -1.1883  0.3172

Its structure (SMILES) is O.O.O. As for the maximum force: 0.38 eV Å⁻¹. The charge is 0. The calculation puts the relative energy (zero: lowest compared OMol25 entry of this formula, charge and spin) at 12.7 kcal per mole. The LUMO energy comes out at 0.0264 Eh. The orbital gap comes out at 11.99 eV.

---

3.
Formula: H6N3OP
Source: OMol25
Level of theory: ωB97M-V with the def2-TZVPD basis set

Last column: Mulliken charge in e.
Element x y z (Å)
N  -0.2090  0.4636  -1.4884  -0.5662
P  -0.2693  0.3868  0.3614  0.7946
N  1.3448  0.1488  0.7489  -0.4384
N  -1.0604  -1.0758  0.7010  -0.5567
O  -0.9025  1.5616  0.9600  -0.6013
H  -0.1414  1.3125  -1.9139  0.2047
H  0.4152  -0.2123  -1.7421  0.2120
H  2.0051  -0.2946  0.1116  0.2128
H  1.6337  0.4764  1.6749  0.2190
H  -0.7654  -1.7548  0.0955  0.2561
H  -2.0509  -1.0123  0.4911  0.2634

Its structure (SMILES) is NP(N)(N)=O. As for the maximum force: 6.44 eV Å⁻¹. The charge is 0. The calculation puts the relative energy (zero: lowest compared OMol25 entry of this formula, charge and spin) at 1.1 kcal per mole. The LUMO energy comes out at 0.0233 Eh. The orbital gap comes out at 10.58 eV.

---

4.
Formula: C5H13NOS
Source: OMol25
Level of theory: ωB97M-V with the def2-TZVPD basis set

Last column: Mulliken charge in e.
Element x y z (Å)
C  -0.5361  0.0391  2.5145  -0.8079
N  -0.0208  -0.8085  1.4609  -0.2470
C  -0.7365  -0.6260  0.2013  -0.2068
C  -0.9742  -2.1059  -0.3583  -0.7011
O  -2.3870  -2.2433  -0.3142  -0.5766
C  0.3981  -0.0385  -0.8550  -0.6846
C  0.8666  1.3081  -0.0023  -0.7269
S  1.6220  2.2300  -1.4795  -0.2280
H  -0.8580  1.0060  2.0542  0.2912
H  -1.2527  -0.5228  3.1054  0.2756
H  0.1358  0.2592  3.3470  0.2789
H  1.0538  -1.0040  1.3164  0.3056
H  -1.6992  -0.0625  0.4346  0.4523
H  -0.7358  -2.2467  -1.4055  0.3887
H  -0.4167  -2.8264  0.2574  0.2769
H  -2.6101  -2.2629  0.6692  0.3276
H  1.2940  -0.7124  -0.9001  0.3575
H  -0.1602  0.1574  -1.8392  0.4257
H  -0.0889  1.6367  0.3720  0.3013
H  1.6418  1.2261  0.6534  0.3659
H  2.8776  1.8177  -1.1067  0.1317

Its structure (SMILES) is CN[C@H](CO)CCS. As for the maximum force: 6.74 eV Å⁻¹. The charge is 0. The calculation puts the relative energy (zero: lowest compared OMol25 entry of this formula, charge and spin) at 85.8 kcal per mole. The LUMO energy comes out at 0.0279 Eh. The orbital gap comes out at 8.80 eV.

---

5.
Formula: C19H16Cl16F24O15V
Source: OMol25
Level of theory: ωB97M-V with the def2-TZVPD basis set

Last column: Mulliken charge in e.
Element x y z (Å)
V  -4.8835  4.7187  22.0651  1.2740
Cl  -1.1738  -1.1115  23.9376  1.1645
O  -5.9699  4.0392  20.9831  -0.6600
O  0.1395  -1.0547  24.3870  -0.4303
O  -2.2667  -0.7910  24.7656  -0.3977
O  -1.3947  -1.1913  22.5630  -0.3359
Cl  -7.4011  3.9546  26.3342  1.1814
O  -8.0205  3.8512  25.0683  -0.3718
O  -5.6663  5.9412  23.2502  -0.3793
O  -6.3948  4.9558  26.5276  -0.3688
O  -7.0557  2.7176  27.0776  -0.4400
Cl  -3.8108  1.9040  23.1352  1.3287
O  -4.3321  1.9139  24.4303  -0.5703
O  -4.5600  1.2782  22.2123  -0.4463
O  -3.7720  3.4816  22.7930  -0.6201
O  -2.4299  1.4585  23.0889  -0.4392
Cl  -3.5841  6.0938  20.6013  -0.1311
C  0.3671  5.2025  20.2607  0.4451
Cl  1.0794  4.0190  19.2504  -0.1989
Cl  1.5236  6.5805  20.4178  -0.1817
Cl  -0.0861  4.4694  21.8217  -0.0933
H  -0.5040  5.6024  19.7699  -0.0350
C  -1.0638  1.1325  19.0239  0.3867
Cl  -0.6540  -0.6054  19.3571  -0.1379
Cl  -2.3889  1.5747  20.1299  0.0381
Cl  -1.3883  1.2778  17.2352  -0.1513
H  -0.1804  1.8195  19.1874  -0.1637
C  -7.1722  6.2529  19.1642  0.2624
Cl  -7.3856  7.2900  17.7979  -0.1628
Cl  -8.5185  5.0984  19.1858  -0.1493
Cl  -7.0161  7.0378  20.7390  -0.0575
H  -6.1422  5.8380  19.1102  0.0317
C  -6.1649  0.1012  17.5397  -0.0570
Cl  -7.5588  -0.9667  17.7577  -0.1442
Cl  -4.6606  -0.8130  17.1498  -0.1274
Cl  -5.9165  1.2635  18.8357  0.0392
H  -6.4231  0.6682  16.6253  0.2836
C  -4.0678  9.2298  20.1683  -0.0354
C  -3.2931  9.2928  18.8414  0.9089
C  -1.7643  9.5252  19.0405  0.3628
F  -1.1991  8.2969  19.2748  -0.1754
F  -1.1198  9.9339  17.9230  -0.3430
F  -3.4213  8.2231  17.9303  -0.2791
F  -3.7635  10.4160  18.2690  -0.3038
O  -3.9898  10.5126  20.7891  -0.3543
C  -4.8064  10.7103  21.8316  0.5992
C  -4.3510  11.8222  22.8204  0.0191
F  -5.4149  12.1300  23.6606  -0.2844
F  -3.3001  11.3890  23.5583  -0.1688
F  -6.0466  11.1502  21.4266  -0.3485
F  -5.0104  9.6762  22.6384  -0.0317
H  -3.5787  8.5791  20.8652  -0.1197
H  -5.0537  8.8224  19.9719  0.1314
H  -1.5954  10.2725  19.8242  0.0673
H  -4.0811  12.7477  22.2686  0.1999
C  -3.6531  9.2664  26.2412  -0.9578
C  -2.4874  8.3232  26.0237  1.0673
C  -2.4080  7.6885  24.6016  0.2416
F  -2.3760  8.7968  23.7139  -0.1084
F  -1.2075  7.0058  24.4839  -0.2717
F  -1.4000  9.0447  26.3250  -0.2307
F  -2.6468  7.3808  26.9657  -0.3042
O  -4.8556  8.4289  25.8253  -0.1240
C  -6.0131  8.6142  26.4127  0.6014
C  -7.1052  8.0660  25.4593  0.7583
F  -8.3005  8.1350  26.0563  -0.3094
F  -7.1596  8.9757  24.3769  -0.2460
F  -6.0172  7.8479  27.6124  -0.3250
F  -6.3043  9.9453  26.7888  -0.3244
H  -3.6579  10.2333  25.6539  0.1177
H  -3.6566  9.4373  27.3154  0.4813
H  -3.2808  7.1365  24.2614  0.0079
H  -6.8667  7.0070  25.2553  -0.1922
C  1.4004  8.3544  23.8208  -0.3468
C  2.7400  8.3837  24.5655  0.9659
C  2.5197  8.9791  26.0235  0.2487
F  1.8849  8.0531  26.7235  -0.2433
F  3.6686  9.2261  26.6828  -0.3031
F  3.2486  7.1318  24.5580  -0.2981
F  3.5690  9.2334  23.9178  -0.3189
O  0.6545  9.6283  23.7387  -0.3002
C  0.5394  10.1936  22.5447  0.6026
C  -0.1482  11.5190  22.7127  0.8103
F  0.6201  12.3568  23.4396  -0.2963
F  -0.3863  12.1992  21.5122  -0.2932
F  1.6861  10.1729  21.8304  -0.3363
F  -0.2644  9.3802  21.8085  -0.0113
H  0.8100  7.7860  24.5134  0.3103
H  1.4398  7.7668  22.9189  -0.1021
H  1.9927  9.9402  25.9658  0.2068
H  -1.0600  11.4072  23.2949  -0.2056

As for the maximum force: 7.84 eV Å⁻¹. The charge is -1. The calculation puts the relative energy (zero: lowest compared OMol25 entry of this formula, charge and spin) at 14.5 kcal per mole. The LUMO energy (alpha / beta) comes out at 0.0351 / -0.0422 Eh. The orbital gap (alpha / beta) comes out at 8.36 / 6.71 eV. As for the multiplicity: 3.

---

6.
Formula: C8H14N2S
Source: OMol25
Level of theory: ωB97M-V with the def2-TZVPD basis set

Last column: Mulliken charge in e.
Element x y z (Å)
C  -0.6587  0.2291  0.6470  0.7213
C  -2.0645  0.2773  0.8005  0.2905
C  -2.6897  -0.9705  -1.6322  0.4517
C  0.0629  1.2345  1.4409  -1.1333
C  -2.9290  1.2024  1.6689  -1.3384
C  1.4095  0.2005  -1.7822  -1.4685
C  1.8840  -1.9209  -0.5922  -1.2080
C  1.2603  -0.5777  -0.4545  0.9568
N  -2.5723  -1.6830  -2.6042  -0.4067
N  -0.1704  -0.6628  -0.1132  -0.5490
S  -3.1344  -0.8280  -0.0795  -0.1790
H  -0.2499  1.0604  2.4840  0.3466
H  -0.1824  2.3145  1.3436  0.2744
H  1.2163  1.0032  1.2488  0.2332
H  -2.7187  2.2710  1.2561  0.2362
H  -2.6104  1.2105  2.6460  0.3361
H  -3.9848  1.1009  1.4885  0.4288
H  0.9846  -0.4542  -2.7002  0.2452
H  0.7815  1.0224  -1.7972  0.4334
H  2.4527  0.5405  -1.9609  0.3877
H  2.4909  -2.1236  -1.5160  0.2822
H  0.9523  -2.6635  -0.4711  0.2743
H  2.6219  -2.1867  0.2919  0.2406
H  1.8539  0.0270  0.1943  -0.1628
H  -2.8496  -1.4311  -3.5184  0.3066

As for the maximum force: 4.73 eV Å⁻¹. The charge is 0. The calculation puts the relative energy (zero: lowest compared OMol25 entry of this formula, charge and spin) at 127.7 kcal per mole. The LUMO energy (alpha / beta) comes out at -0.0111 / -0.0144 Eh. The orbital gap (alpha / beta) comes out at 6.38 / 6.22 eV.

---

- Which value of maximum force does entry 2 give?
  0.38 eV Å⁻¹

---

- Which of these has the lowest relative energy (zero: lowest compared OMol25 entry of this formula, charge and spin)?
  H6N3OP

---

- Among the records above, which one has the lowest relative energy (zero: lowest compared OMol25 entry of this formula, charge and spin)?
  H6N3OP